# 1
{"formula": "C20H17N3O5SW", "method": "ωB97M-V/def2-TZVPD", "homo_ev": [-13.327, -15.221], "total_energy_ha": -1777.5264, "lumo_ev": [-7.09, -9.20], "charge": 2, "spin_multiplicity": 3, "homo_lumo_gap_ha": [0.229, 0.221], "elements": ["W", "O", "C", "O", "C", "C", "C", "C", "C", "O", "C", "C", "O", "O", "H", "H", "H", "H", "H", "H", "H", "H", "N", "C", "C", "C", "C", "C", "C", "S", "N", "C", "C", "C", "C", "C", "C", "N", "H", "H", "H", "H", "H", "H", "H", "H", "H"], "positions_angstrom": [[-0.1975, -0.0011, 0.4347], [-2.0217, 1.2782, 0.4658], [-1.4521, 1.3285, 1.5888], [-0.1294, 1.6279, 1.4829], [-2.0138, 0.7981, 2.8934], [-1.0533, 1.0735, 4.0725], [-1.7681, 0.7749, 5.3918], [-1.7670, -0.7736, 5.3925], [-1.0519, -1.0724, 4.0734], [-0.1165, 0.0011, 3.9338], [-2.0130, -0.7992, 2.8941], [-1.4513, -1.3303, 1.5898], [-2.0207, -1.2810, 0.4668], [-0.1282, -1.6292, 1.4841], [-3.0150, 1.2028, 3.0323], [-0.5391, 2.0283, 4.0132], [-2.7660, 1.2081, 5.4330], [-1.1939, 1.1748, 6.2238], [-2.7643, -1.2081, 5.4341], [-1.1923, -1.1720, 6.2248], [-0.5365, -2.0265, 4.0149], [-3.0138, -1.2047, 3.0339], [1.3593, -0.0004, -3.4916], [0.3997, 0.0002, -4.4756], [0.7788, 0.0004, -5.8177], [-0.1889, 0.0010, -6.7960], [-1.5598, 0.0016, -6.4700], [-1.9525, 0.0014, -5.1601], [-0.9747, 0.0007, -4.1484], [-1.5161, 0.0005, -2.5330], [-0.1194, -0.0003, -1.6206], [1.1472, -0.0006, -2.1445], [2.2215, -0.0009, -1.2153], [3.5846, -0.0007, -1.5542], [4.5269, -0.0006, -0.5580], [4.1285, -0.0007, 0.7903], [2.7975, -0.0009, 1.0866], [1.8443, -0.0010, 0.1120], [2.3179, -0.0006, -3.8075], [1.8291, 0.0000, -6.0809], [0.1087, 0.0012, -7.8358], [-2.2979, 0.0021, -7.2594], [-3.0011, 0.0018, -4.8895], [3.9133, -0.0005, -2.5842], [5.5785, -0.0004, -0.8100], [4.8577, -0.0005, 1.5868], [2.4223, -0.0009, 2.1024]]}


# 2
{"formula": "C19H62B2NO35", "method": "ωB97M-V/def2-TZVPD", "homo_ev": -6.729, "total_energy_ha": -3499.0716, "lumo_ev": 0.39, "charge": -1, "spin_multiplicity": 1, "homo_lumo_gap_ha": 0.262, "elements": ["C", "C", "C", "C", "N", "C", "C", "C", "C", "C", "C", "C", "H", "H", "H", "H", "H", "H", "H", "H", "H", "H", "H", "H", "H", "H", "H", "H", "H", "H", "H", "H", "H", "H", "H", "H", "O", "C", "O", "B", "O", "C", "O", "O", "C", "O", "C", "O", "O", "O", "C", "O", "B", "O", "C", "O", "O", "C", "O", "C", "O", "O", "O", "H", "H", "O", "H", "H", "O", "H", "H", "O", "H", "H", "O", "H", "H", "O", "H", "H", "O", "H", "H", "O", "H", "H", "O", "H", "H", "O", "H", "H", "O", "H", "H", "O", "H", "H", "O", "H", "H", "O", "H", "H", "O", "H", "H", "O", "H", "H", "O", "H", "H", "O", "H", "H", "O", "H", "H"], "positions_angstrom": [[48.6007, -16.0121, 31.6237], [49.3969, -16.3342, 30.3047], [48.6684, -15.8658, 29.0279], [47.3052, -16.6054, 28.6987], [46.3466, -15.8743, 27.9221], [46.7240, -15.7620, 26.5158], [46.5757, -14.3519, 26.0896], [46.5148, -13.5061, 27.4078], [45.9532, -14.5632, 28.3369], [45.0381, -16.7793, 27.8613], [44.2622, -16.9845, 29.1501], [42.7912, -17.3871, 28.8886], [48.3865, -14.8539, 31.6298], [49.0151, -16.2846, 32.4199], [47.7339, -16.6801, 31.6602], [49.4541, -17.3908, 30.3012], [50.4505, -15.9373, 30.5819], [49.3975, -16.0821, 28.2439], [48.6688, -14.8516, 29.0416], [46.8657, -16.8176, 29.6350], [47.5823, -17.4281, 28.2579], [46.3343, -16.5177, 25.6066], [47.7578, -16.0546, 26.4528], [45.5884, -14.2569, 25.4407], [47.4209, -13.9750, 25.4427], [45.9999, -12.5940, 27.3200], [47.4219, -13.2994, 27.8975], [44.9661, -14.4265, 28.3887], [46.3206, -14.3124, 29.2263], [45.4365, -17.8243, 27.4738], [44.3381, -16.5549, 27.3409], [44.0570, -16.0750, 29.5971], [44.9335, -17.7637, 29.8184], [42.2989, -18.0906, 29.8156], [42.5488, -17.9394, 28.0593], [42.1570, -16.3382, 28.6931], [46.9039, -19.7527, 29.2699], [47.1340, -20.8212, 28.6544], [46.2353, -21.4569, 28.0464], [46.8782, -22.3912, 27.2259], [48.3613, -22.1897, 27.5400], [48.4277, -21.2657, 28.3913], [49.3773, -21.0898, 29.0745], [46.6609, -22.4167, 25.8132], [46.1816, -23.4908, 25.4993], [45.8038, -23.6715, 24.2937], [46.1058, -24.3345, 26.6368], [46.3883, -23.7560, 27.7226], [45.8418, -25.5806, 26.6008], [41.2610, -22.7975, 25.8026], [41.9723, -21.9362, 25.2663], [43.1902, -22.0101, 25.2670], [43.6946, -20.7782, 24.5750], [42.4443, -20.2297, 24.0066], [41.4991, -20.8856, 24.4351], [40.3021, -20.5427, 24.3636], [44.5501, -21.0033, 23.4861], [45.6582, -20.5045, 23.6980], [46.5483, -20.4354, 22.8504], [45.5409, -19.6112, 24.8380], [44.3956, -19.8041, 25.3623], [46.3338, -18.6989, 25.0506], [44.9005, -15.5019, 23.1594], [44.6997, -14.6657, 22.9261], [45.7758, -15.7380, 22.7505], [50.0364, -12.4314, 31.5747], [50.4079, -11.4516, 31.5558], [50.0673, -12.7231, 32.4726], [50.3230, -13.0441, 28.3781], [50.0033, -12.0641, 28.2754], [50.4834, -13.0480, 29.2461], [42.8663, -13.8929, 31.0462], [42.5942, -13.5450, 31.9782], [42.6834, -13.1989, 30.5147], [50.8593, -20.2175, 31.6010], [51.4422, -21.0673, 31.5554], [50.3996, -19.9021, 30.7954], [47.9300, -11.4534, 29.6553], [48.7155, -11.7957, 30.0917], [47.4361, -10.9573, 30.2578], [45.3387, -15.0635, 31.9637], [44.4287, -14.8269, 31.8549], [45.0362, -15.8092, 32.3701], [43.2990, -12.4092, 26.8836], [42.9636, -12.0990, 27.7825], [43.7719, -11.7075, 26.4984], [46.8313, -13.0214, 33.1208], [46.4984, -13.5890, 32.4883], [47.5026, -13.2437, 33.6550], [50.2240, -15.3744, 24.7520], [50.4841, -14.6528, 25.2816], [49.5553, -14.9557, 24.3075], [40.0089, -18.0247, 26.7845], [40.2887, -18.7387, 27.1553], [39.5901, -17.6234, 27.4438], [50.2264, -17.8500, 26.3620], [49.6270, -18.4357, 25.7689], [50.5184, -17.0686, 25.9096], [47.3077, -17.2545, 34.5835], [47.9317, -17.9510, 34.5196], [48.0128, -16.6926, 34.7543], [51.9105, -17.4332, 28.5185], [51.2252, -17.6990, 27.7747], [52.0849, -16.6334, 28.0721], [52.6603, -16.5900, 31.0776], [52.1315, -16.8162, 30.2465], [51.8601, -16.8263, 31.5921], [44.8983, -17.4279, 33.1099], [44.4983, -18.2592, 33.1984], [45.6916, -17.3377, 33.6467], [52.5105, -13.0788, 30.6955], [51.7019, -12.8291, 31.0752], [52.6281, -14.0450, 30.7788], [42.4693, -14.4859, 25.3996], [43.0414, -15.2923, 25.4327], [42.7448, -13.6890, 25.8140], [45.5244, -10.1827, 26.1150], [45.9198, -10.0167, 25.2195], [46.2159, -9.8527, 26.6197]]}


# 3
{"formula": "H12O6", "method": "ωB97M-V/def2-TZVPD", "homo_ev": -11.200, "total_energy_ha": -458.5729, "lumo_ev": 0.38, "spin_multiplicity": 1, "smiles": "O.O.O.O.O.O", "homo_lumo_gap_ha": 0.426, "elements": ["O", "H", "H", "O", "H", "H", "O", "H", "H", "O", "H", "H", "O", "H", "H", "O", "H", "H"], "positions_angstrom": [[-1.0750, -0.5060, -2.8210], [-0.8919, -0.9249, -3.6596], [-0.2993, -0.1232, -2.7453], [2.4514, 1.8908, 0.2025], [2.6143, 1.6621, 1.0938], [1.5389, 1.4206, -0.0278], [0.3361, 2.8870, -1.0094], [0.2021, 3.8462, -1.2174], [0.9869, 2.6856, -0.4253], [1.0931, -0.9244, 1.2783], [0.2889, -0.7154, 0.7135], [0.5793, -1.4364, 1.9481], [-0.5645, -3.1764, 2.5910], [-1.3193, -3.5051, 2.0689], [-0.6551, -2.1671, 2.7531], [-1.6998, -0.4634, 0.1402], [-1.5312, -0.8529, -0.6781], [-2.0550, 0.4027, -0.2054]]}


# 4
{"formula": "C4H13N2O2", "method": "ωB97M-V/def2-TZVPD", "homo_ev": -14.214, "total_energy_ha": -419.9677, "lumo_ev": -3.25, "charge": 1, "spin_multiplicity": 1, "homo_lumo_gap_ha": 0.403, "elements": ["O", "C", "N", "C", "N", "C", "C", "H", "H", "H", "H", "H", "H", "H", "H", "H", "H", "H", "H", "H", "O"], "positions_angstrom": [[2.5793, 0.6081, -0.4616], [1.6581, -0.1612, -0.1831], [1.8303, -1.4789, -0.3213], [0.4480, 0.4444, 0.5442], [0.9718, 1.8149, 1.0111], [-2.1165, 0.6938, 0.4778], [-0.8011, 0.5503, -0.2787], [1.1778, -2.2159, -0.0724], [2.6478, -1.6493, -0.9150], [0.3481, -0.1727, 1.4369], [0.4553, 2.1330, 1.8315], [0.8006, 2.4229, 0.2161], [1.9409, 1.7098, 1.3478], [-1.9609, 1.3772, 1.3175], [-2.4013, -0.1354, 1.1178], [-2.9452, 0.9760, -0.1709], [-0.7785, -0.3896, -0.8408], [-0.8453, 1.3320, -1.0263], [-0.5516, -2.6058, -2.2794], [-1.7080, -2.6798, -1.4197], [-0.7495, -2.5737, -1.3317]]}